Computed, not measured: 11 unconnected molecules or ions with the total composition C5H34N3O10, with ωB97M-V with the def2-TZVPD basis set.

HOMO-LUMO gap = 9.43 eV
Calculated total energy = -30674.47550 eV
Total charge = +1
Lowest unoccupied orbital energy = -2.45 eV
Relative energy (zero: lowest compared OMol25 entry of this formula, charge and spin) = 370.3 kJ/mol

Last column: Löwdin charge in e.
Geometry (Å):
1 C 1.661 2.230 1.567  -0.058
2 C 0.623 2.036 0.467  -0.471
3 C -0.818 2.465 0.752  -0.128
4 C -1.524 2.748 -0.557  -0.169
5 N -2.384 -0.327 -2.530  0.167
6 C -2.557 0.801 -1.701  -0.136
7 N -1.553 1.466 -1.243  0.038
8 N 0.692 0.662 0.131  -0.008
9 H 1.418 3.206 2.048  0.088
10 H 1.541 1.470 2.372  0.094
11 H 2.681 2.278 1.396  0.044
12 H 0.983 2.648 -0.418  0.159
13 H -0.854 3.525 1.262  0.159
14 H -1.414 1.759 1.384  0.123
15 H -2.590 3.140 -0.530  0.147
16 H -1.192 3.479 -1.238  0.109
17 H -1.696 -0.933 -2.420  -0.023
18 H -3.300 -0.685 -2.968  0.164
19 H -3.475 1.477 -1.677  0.169
20 H -0.647 0.919 -1.271  0.141
21 H 1.643 0.308 -0.255  0.081
22 H 0.457 0.041 0.959  0.114
23 H 3.172 -1.179 -0.931  0.029
24 H 3.560 -0.100 0.121  0.078
25 O 3.120 -0.978 0.009  -0.100
26 H -0.267 -2.907 -1.775  0.076
27 H 0.067 -1.790 -0.684  0.055
28 O -0.393 -1.990 -1.541  -0.055
29 H 2.351 2.412 -3.528  0.086
30 H 1.385 1.819 -4.567  0.093
31 O 1.666 1.694 -3.614  -0.081
32 H -1.685 -1.543 0.428  -0.014
33 H -3.156 -2.470 0.330  0.136
34 O -2.590 -1.645 0.189  -0.082
35 H 2.206 -3.436 2.100  0.078
36 H 2.624 -2.868 0.777  0.059
37 O 1.845 -3.354 1.184  -0.077
38 H 3.295 -1.555 2.802  0.022
39 H 4.315 -0.352 2.926  0.030
40 O 4.180 -1.232 2.599  -0.040
41 H -2.206 -0.986 2.286  -0.058
42 H -1.389 -1.520 3.431  0.076
43 O -1.858 -0.690 3.097  -0.063
44 H -0.777 -3.904 1.309  0.044
45 H 0.114 -2.766 1.239  -0.044
46 O -0.731 -3.003 1.516  -0.009
47 H 1.361 -1.295 -2.630  0.027
48 H 1.927 0.082 -2.771  -0.049
49 O 1.923 -0.653 -2.250  -0.016
50 H -3.547 -0.142 0.568  -0.082
51 H -4.344 0.933 1.390  0.163
52 O -3.862 0.702 0.458  -0.087